[1]
This record from the OMol25 dataset describes one molecule with the formula H5NP2S2 in a non-equilibrium geometry. The level of theory is the ωB97M-V functional and the def2-TZVPD basis.

```
! wB97M-V def2-TZVPD RIJCOSX def2/J DEFGRID3
* xyz 0 1
S 3.389 0.111 -0.199
P 1.393 0.137 -0.406
N 0.456 -0.696 0.702
P -1.563 -0.414 0.964
S -2.259 0.518 -0.714
H 1.043 -0.460 -1.712
H 0.975 1.477 -0.463
H 1.085 -0.792 1.428
H -1.975 -1.659 0.497
H -2.544 1.778 -0.098
*
```

Total energy (hartree): -1536.8079
Frontier orbital gap (eV): 8.36
Maximum force (eV/Å): 4.314
LUMO energy (Eh): -0.004
SMILES: S=[PH2]NPS
Highest occupied orbital energy (eV): -8.461

***

[2]
This record from the OMol25 dataset describes a 11-piece molecular cluster, C27H76O11 overall in a non-equilibrium geometry. The level of theory is the ωB97M-V functional and the def2-TZVPD basis.

```
! wB97M-V def2-TZVPD RIJCOSX def2/J DEFGRID3
* xyz 1 2
O -4.221 0.788 2.151
H -4.338 0.643 3.090
H -4.054 1.728 2.073
O 1.214 4.100 -0.793
H 1.802 4.623 -0.247
H 0.523 4.710 -1.053
C -3.756 -2.692 -1.307
C -3.948 -1.346 -0.634
C -5.412 -0.838 -0.690
O -3.776 -1.686 0.755
H -3.818 -2.550 -2.386
H -4.539 -3.335 -0.905
H -2.840 -3.164 -0.953
H -3.292 -0.551 -0.990
H -5.727 -0.826 -1.734
H -5.526 0.179 -0.316
H -6.167 -1.477 -0.232
H -3.744 -0.887 1.286
C -1.053 0.558 1.592
C 0.048 0.933 0.574
C -0.384 1.046 -0.910
O 0.647 2.150 0.961
H -1.472 -0.414 1.333
H -1.818 1.325 1.716
H -0.531 0.497 2.546
H 0.761 0.120 0.710
H -0.815 0.144 -1.344
H 0.525 1.288 -1.462
H -1.080 1.860 -1.110
H 0.811 2.697 0.189
C 4.391 1.366 3.561
C 2.953 1.389 3.128
C 1.995 1.132 4.236
O 2.774 2.751 2.683
H 4.647 2.180 4.239
H 5.033 1.419 2.681
H 4.610 0.415 4.046
H 2.697 0.714 2.312
H 2.223 1.627 5.181
H 2.086 0.075 4.487
H 0.970 1.419 4.001
H 1.994 2.733 2.123
C -1.236 0.536 -6.738
C -1.275 -0.630 -5.760
C -0.941 -0.208 -4.305
O -2.560 -1.245 -5.797
H -1.538 0.278 -7.753
H -0.221 0.929 -6.800
H -1.797 1.417 -6.425
H -0.497 -1.334 -6.055
H 0.105 0.090 -4.233
H -1.101 -1.021 -3.597
H -1.587 0.629 -4.042
H -3.119 -0.595 -5.365
C 0.231 -3.612 -3.208
C 1.244 -2.794 -2.392
C 0.759 -2.619 -0.911
O 2.449 -3.447 -2.392
H 0.339 -4.673 -2.982
H 0.356 -3.491 -4.285
H -0.754 -3.305 -2.859
H 1.394 -1.853 -2.922
H 1.482 -2.209 -0.206
H 0.593 -3.590 -0.446
H -0.210 -2.144 -0.755
H 2.855 -3.345 -3.256
C 1.610 2.555 -5.061
C 2.503 3.311 -4.097
C 2.163 4.790 -3.978
O 2.516 2.731 -2.817
H 0.645 2.356 -4.596
H 2.042 1.566 -5.210
H 1.463 3.083 -6.003
H 3.492 3.218 -4.546
H 2.473 5.258 -3.044
H 1.088 4.971 -3.980
H 2.612 5.318 -4.819
H 2.301 3.367 -2.131
C -3.312 -0.887 5.275
C -3.817 0.521 5.605
C -2.794 1.628 5.242
O -4.970 0.839 4.889
H -3.383 -1.153 4.221
H -3.836 -1.639 5.866
H -2.247 -0.964 5.496
H -3.940 0.528 6.688
H -3.202 2.626 5.403
H -2.532 1.530 4.189
H -1.896 1.416 5.822
H -5.320 1.707 5.103
C -0.319 -3.400 5.758
C 0.071 -3.997 4.371
C -0.080 -2.905 3.299
O 1.384 -4.412 4.459
H -1.404 -3.325 5.833
H 0.152 -2.443 5.984
H -0.117 -4.076 6.589
H -0.647 -4.805 4.235
H 0.516 -2.022 3.532
H -1.061 -2.439 3.211
H 0.253 -3.276 2.329
H 1.488 -4.985 5.223
C 5.476 0.750 -1.880
C 4.199 -0.068 -1.907
C 3.356 0.221 -0.679
O 3.509 0.226 -3.140
H 6.135 0.363 -2.657
H 6.034 0.708 -0.944
H 5.254 1.785 -2.141
H 4.416 -1.133 -1.998
H 2.445 -0.377 -0.630
H 2.930 1.224 -0.687
H 3.852 0.001 0.267
H 3.133 1.105 -3.050
*
```

Total energy (hartree): -1901.5488
Frontier orbital gap (alpha / beta) (eV): 9.05 / 2.44
Maximum force (eV/Å): 3.148
LUMO energy (alpha / beta) (Eh): -0.084 / -0.327
Highest occupied orbital energy (alpha / beta) (eV): -11.334 / -11.333

***

[3]
This record from the OMol25 dataset describes a 2-piece molecular cluster, CH8N2S overall in a non-equilibrium geometry. The level of theory is the ωB97M-V functional and the def2-TZVPD basis.

```
! wB97M-V def2-TZVPD RIJCOSX def2/J DEFGRID3
* xyz 0 1
N -1.970 0.940 -1.101
C -1.341 0.964 0.282
N -0.987 -0.421 0.648
H -2.323 1.873 -1.400
H -1.300 0.661 -1.772
H -0.406 1.637 0.223
H -2.090 1.401 0.977
H -1.858 -1.037 0.603
H -0.399 -0.874 -0.068
S 2.066 -0.628 0.213
H 2.960 -1.296 -0.507
H 1.099 -1.733 0.018
*
```

Total energy (hartree): -550.5502
Frontier orbital gap (eV): 10.07
Maximum force (eV/Å): 2.852
LUMO energy (Eh): 0.026
SMILES: NCN.S
Highest occupied orbital energy (eV): -9.376

***

[4]
This record from the OMol25 dataset describes one molecule with the formula C6H10O. The level of theory is the ωB97M-V functional and the def2-TZVPD basis.

```
! wB97M-V def2-TZVPD RIJCOSX def2/J DEFGRID3
* xyz 0 1
O 2.419 -0.888 0.382
C 1.233 -0.348 -0.193
C 1.026 1.099 0.185
C -0.159 1.698 0.023
C -1.350 0.873 -0.402
C -1.329 -0.506 0.279
C -0.006 -1.248 -0.004
H 2.210 -1.621 0.980
H 1.463 -0.318 -1.267
H 1.937 1.643 0.427
H -0.282 2.773 0.168
H -1.328 0.740 -1.498
H -2.306 1.379 -0.225
H -1.484 -0.384 1.360
H -2.170 -1.104 -0.093
H 0.259 -1.953 0.798
H -0.135 -1.836 -0.919
*
```

Total energy (hartree): -309.8291
Frontier orbital gap (eV): 10.30
Maximum force (eV/Å): 0.525
LUMO energy (Eh): 0.038
SMILES: O[C@@H]1C=CCCC1
Highest occupied orbital energy (eV): -9.278